No. 1
{"formula": "C4H12N2O", "method": "wB97M-V/def2-TZVPD", "symbols": ["N", "C", "C", "N", "C", "C", "O", "H", "H", "H", "H", "H", "H", "H", "H", "H", "H", "H", "H"], "positions_angstrom": [[-1.51, -1.05, -1.54], [-1.81, 0.14, -0.75], [-1.67, -0.22, 0.72], [-0.29, -0.44, 1.16], [0.77, 0.52, 1.07], [1.49, 0.66, -0.28], [2.88, 0.33, -0.25], [-1.23, -0.85, -2.49], [-0.67, -1.51, -1.18], [-2.87, 0.36, -0.88], [-1.25, 1.04, -1.03], [-2.06, 0.55, 1.39], [-2.26, -1.13, 0.83], [0.00, -1.39, 1.26], [0.39, 1.50, 1.37], [1.51, 0.29, 1.84], [1.39, 1.66, -0.73], [1.00, -0.01, -0.99], [3.15, 0.40, 0.66]], "lowdin_charge": [-0.013, -0.299, -0.219, -0.092, -0.218, -0.247, -0.071, 0.068, 0.052, 0.106, 0.101, 0.110, 0.117, 0.107, 0.121, 0.116, 0.110, 0.093, 0.059], "mol_weight_g_mol": 104.15, "e_homo_ha": -0.315, "de_lowest_kj_mol": 183.0}

***

No. 2
{"formula": "C4H8ClNO", "method": "wB97M-V/def2-TZVPD", "symbols": ["H", "N", "C", "Cl", "H", "C", "C", "C", "O", "H", "H", "H", "H", "H", "H"], "positions_angstrom": [[0.29, -0.12, -1.44], [-0.45, -0.43, -2.05], [0.05, -1.31, -2.80], [1.65, -1.95, -2.73], [-0.67, -1.54, -3.57], [-1.05, -0.32, 1.20], [-0.28, 0.73, 1.13], [1.10, 0.74, 1.79], [-0.70, 1.78, 0.34], [-2.10, -0.33, 0.69], [-0.86, -1.28, 1.77], [1.59, -0.16, 1.84], [1.65, 1.48, 1.31], [1.17, 1.08, 2.77], [-1.41, 1.61, -0.24]], "lowdin_charge": [0.022, 0.048, -0.717, 0.614, 0.065, -0.006, -0.456, -0.014, 0.016, 0.097, 0.081, 0.061, 0.058, 0.062, 0.068], "mol_weight_g_mol": 121.57, "e_homo_ha": -0.328, "de_lowest_kj_mol": 197.3}

***

| no. | lowest unoccupied orbital energy (eV) |
| --- | --- |
| 1 | 1.0 |
| 2 | 0.9 |